1.
144
Properties=species:S:1:pos:R:3:mulliken_charge:R:1 method="wB97M-V/def2-TZVPD" homo_energy_ha=-0.3645 total_energy_ha=-5382.61289 orbital_gap_ev=10.091 e_lumo_ev=0.1713 e_above_lowest_kcal_mol=88.4
C 1.554 5.836 2.923 -1.058
H -3.111 -1.367 0.258 0.378
C -0.028 -6.839 -0.315 -0.802
H 5.247 5.884 -4.144 0.268
H 4.153 5.395 0.813 0.354
H -2.323 -2.546 -2.596 0.293
O -4.999 -0.856 4.578 -0.581
O -1.482 -7.041 -3.046 -0.750
O 1.343 -0.890 0.193 -0.385
C 1.580 5.408 -1.625 -0.892
H -5.388 0.660 -0.303 0.316
H 1.724 1.668 -0.924 0.891
H 1.951 0.349 2.804 0.273
H -0.377 -1.562 3.053 -0.096
H -4.908 -5.771 -2.192 0.290
H 2.461 -0.633 7.341 0.363
H 0.511 5.445 -2.899 -1.582
O -3.061 3.688 -1.361 -1.058
P -1.688 4.156 -1.603 0.834
P 2.631 3.490 2.942 0.410
H 1.211 6.259 -2.199 0.892
H 0.710 -2.884 -0.126 -0.766
H -0.224 -1.705 -6.269 0.331
H 5.176 3.923 0.786 0.365
C -2.172 -3.404 -1.945 0.058
H 2.193 5.906 3.801 0.420
H -2.778 0.268 1.003 0.411
H -4.836 0.133 2.812 -0.140
O 4.012 4.139 2.446 -0.371
P -0.029 -0.266 -0.345 -0.432
H 2.380 -2.681 -0.299 0.510
H -5.021 -7.187 -1.157 0.263
H 1.150 -0.898 -5.529 0.121
H -2.643 0.159 -0.673 0.108
H 4.548 -3.291 2.653 0.163
H -0.681 1.123 -2.895 -0.273
H 3.454 0.907 3.371 0.604
O 1.757 3.043 -4.632 -0.256
H 1.997 6.424 2.116 0.263
O -4.369 2.212 0.616 -0.315
C 1.991 -4.040 -2.754 -0.058
H 0.305 2.700 -1.334 -0.757
O -0.007 1.267 0.135 -0.547
H 0.049 -6.631 0.753 0.266
C 4.199 4.328 1.034 -0.402
C 2.293 -5.507 1.867 -0.073
C 0.237 -1.471 -5.306 -0.460
H -4.166 -7.281 -2.673 0.341
C -0.064 -1.998 4.005 -0.501
H -3.616 3.045 2.383 0.372
O -0.218 -0.473 -1.788 0.500
H 2.672 -5.313 -4.053 0.340
H -1.223 2.241 -4.181 0.370
O 2.185 -2.985 6.123 -0.764
O 1.042 -1.280 4.532 -0.242
H -0.381 -0.895 -3.584 0.316
H 4.026 6.116 -2.856 0.182
H 2.199 -6.595 1.896 0.400
P 2.009 4.491 -4.056 0.677
H -0.943 5.011 1.634 0.114
C 3.124 -0.109 6.649 -0.850
H 5.033 -2.394 4.022 0.423
C -6.599 0.101 -1.758 -0.668
H -3.920 2.731 -0.083 0.369
H -0.808 3.289 1.433 0.148
H -7.253 -0.746 -1.957 0.249
H -5.902 0.274 -2.585 0.266
H 0.795 5.152 -0.912 0.071
H 1.011 -6.927 -0.640 0.226
H 3.345 2.173 -3.600 0.271
H -7.264 0.969 -1.688 0.273
H -0.955 -1.931 4.634 0.400
H 1.132 2.914 0.243 -0.138
O -5.847 -0.139 -0.588 -0.401
P 2.370 -2.010 5.037 0.801
O -3.124 -6.388 -1.149 -0.321
C 2.536 1.900 -4.279 -0.189
H 1.752 -2.628 1.289 -0.533
O 2.950 -2.537 3.662 0.303
O -2.298 -4.203 3.117 -0.520
O 3.598 4.662 -4.223 -0.352
H 2.507 5.576 -1.079 -0.064
C -0.456 5.776 -3.269 0.987
H -1.168 -3.254 -1.535 -0.377
H 1.933 1.189 -3.710 -0.222
H 0.998 -4.454 -2.973 0.102
H 2.912 1.424 -5.179 0.324
H 3.757 6.739 -4.516 0.271
C 1.537 -2.290 0.275 0.789
H 0.551 6.204 3.111 0.327
H 0.566 -2.419 -4.866 0.154
H 2.693 -5.072 2.786 0.248
O -1.183 -0.799 0.611 1.055
C -2.531 -0.454 0.221 -1.102
P -1.825 -6.046 -2.028 0.390
O 2.893 -4.412 -3.800 -0.614
H -2.935 -3.479 -1.171 0.292
C 2.837 0.891 2.468 -0.900
H -0.371 6.865 -3.350 0.354
H 3.341 0.314 1.699 0.282
H -2.614 -3.319 1.272 -0.169
O -0.780 4.388 -0.305 -0.406
C -4.545 -0.837 3.224 0.236
H -0.715 5.452 -4.276 0.328
O -0.779 3.183 -2.444 -0.245
C 0.862 2.212 -0.538 0.425
O 3.030 -5.110 0.716 -0.447
O -0.761 -5.761 -0.876 0.571
H 4.038 0.015 7.230 0.287
O 2.675 3.233 4.388 -0.740
H 3.961 -5.179 0.948 0.260
H -4.750 -0.013 4.964 0.307
H 3.426 3.850 0.428 -0.070
O 1.485 4.483 2.425 0.316
H -3.196 -4.511 3.265 0.308
H -5.028 3.908 1.695 0.354
O -2.110 -4.613 -2.714 -0.377
H 4.368 -1.505 2.594 0.174
C -2.050 -4.147 1.729 0.173
O 2.416 2.182 2.069 -0.048
H -2.367 4.146 1.042 0.274
H 0.145 -3.060 3.872 0.366
C -1.274 2.007 -3.117 -0.243
C -4.355 -6.631 -1.814 -0.805
O 3.356 -0.801 5.429 -0.321
H -1.018 -3.879 1.513 -0.340
H -2.415 -4.999 1.152 0.519
H 2.703 0.871 6.436 0.259
H 2.256 -4.480 -1.790 0.209
C 4.185 5.933 -3.920 -0.613
H -5.216 2.333 2.428 0.333
C 4.294 -2.392 3.219 -0.718
O 1.757 4.286 -2.503 0.674
H -4.975 -1.644 2.637 0.226
H -2.322 1.829 -2.878 0.378
H -0.514 -7.804 -0.457 0.381
O -0.675 -0.757 -4.501 -0.471
H 1.901 -2.957 -2.796 -0.009
C -1.283 4.178 1.012 -0.380
C -4.544 2.934 1.810 -0.944
O -1.574 5.549 -2.406 -0.486
H 1.293 -5.072 1.788 -0.339
H -3.453 -0.909 3.183 -0.042
O 1.211 5.569 -4.666 -0.764



2.
11
Properties=species:S:1:pos:R:3:lowdin_spin:R:1 method="wB97M-V/def2-TZVPD" spin_multiplicity=7 homo_energy_ha="-0.4076 / -0.4089" total_energy_ha=-1052.31143 orbital_gap_ev="4.566 / 6.040" s_squared=12.09 e_lumo_ev="-6.5267 / -5.0876" total_charge=+1
O 1.032 1.504 2.087 -0.001
O 0.043 1.378 0.148 -0.011
O 0.035 -0.412 1.467 -0.012
H 0.094 -0.632 -3.240 -0.006
C 0.370 0.766 1.212 -0.001
H 1.511 -0.389 -2.018 -0.007
C 0.428 -0.351 -2.226 -0.129
C -0.360 0.723 -1.638 -0.081
H -0.651 1.583 -2.251 -0.009
Eu -1.294 -1.059 -0.290 6.257
H 1.607 0.941 2.620 0.000



3.
8
Properties=species:S:1:pos:R:3:nbo_charge:R:1 method="wB97M-V/def2-TZVPD" homo_energy_ha="-0.3124 / -0.3091" total_energy_ha=-1425.70202 orbital_gap_ev="4.396 / 4.293" e_lumo_ev="-4.1042 / -4.1193" e_above_lowest_kcal_mol=79.4
Cl 2.608 1.598 -0.485 -0.252
O 2.677 -1.306 0.642 -0.439
H 1.833 2.082 0.348 0.253
H -3.556 0.705 -1.194 0.120
S -1.134 -1.028 -0.003 0.517
N 0.388 -0.998 0.299 -0.744
S -4.342 0.177 -0.135 -0.332
C 1.528 -1.231 0.528 0.875



4.
19
Properties=species:S:1:pos:R:3:lowdin_spin:R:1 method="wB97M-V/def2-TZVPD" spin_multiplicity=2 homo_energy_ha="-0.1723 / -0.1614" total_energy_ha=-439.25316 orbital_gap_ev="8.342 / 6.435" s_squared=0.76 e_lumo_ev="3.6547 / 2.0420" total_charge=-1 e_above_lowest_kcal_mol=123.6
H -1.005 0.571 -2.358 0.000
H 1.145 -0.070 -0.075 -0.001
O 1.080 1.778 2.035 0.126
H -0.246 -2.705 1.480 0.001
C 0.292 -1.040 -1.674 0.006
H 1.371 2.064 2.918 0.002
H -0.088 0.858 2.081 0.015
H -0.539 -0.831 1.746 0.017
H 1.278 -1.406 -1.973 0.000
C -0.965 0.340 0.223 0.061
H -1.441 -0.588 -0.085 0.003
O -0.387 -1.932 0.945 0.055
H -1.623 1.196 0.046 0.013
O 0.928 0.877 -2.936 0.009
N -0.804 0.177 1.660 0.661
C 0.339 0.471 -0.588 0.031
C 0.057 0.320 -2.165 0.001
H -0.103 -1.569 -0.770 0.000
H 0.712 1.489 -0.509 0.000



5.
17
Properties=species:S:1:pos:R:3:nbo_charge:R:1 method="wB97M-V/def2-TZVPD" homo_energy_ha=-0.3427 smiles=NC[C@H]1C[C@]1(Cl)CF total_energy_ha=-810.67725 orbital_gap_ev=10.180 e_lumo_ev=0.8551 e_above_lowest_kcal_mol=29.6
H 2.437 -0.985 -1.592 0.183
H -1.876 1.036 -0.697 0.201
C 0.779 -0.350 0.963 -0.424
H -2.640 -0.986 0.267 0.362
C -0.010 0.666 0.210 -0.259
H 0.258 -1.153 1.564 0.215
C 0.615 -0.383 -0.540 -0.088
H 1.650 -0.036 1.468 0.234
F 2.702 0.789 -0.723 -0.376
H 1.524 0.316 -2.342 0.169
H -1.813 -0.807 1.662 0.354
C 1.848 -0.131 -1.374 0.058
H 0.425 1.647 0.135 0.242
N -2.350 -0.306 0.914 -0.839
C -1.560 0.820 0.333 -0.211
H -1.844 1.671 0.999 0.201
Cl -0.144 -1.809 -1.247 -0.021



Please write out number 5 again, unchanged.
17
Properties=species:S:1:pos:R:3:nbo_charge:R:1 method="wB97M-V/def2-TZVPD" homo_energy_ha=-0.3427 smiles=NC[C@H]1C[C@]1(Cl)CF total_energy_ha=-810.67725 orbital_gap_ev=10.180 e_lumo_ev=0.8551 e_above_lowest_kcal_mol=29.6
H 2.437 -0.985 -1.592 0.183
H -1.876 1.036 -0.697 0.201
C 0.779 -0.350 0.963 -0.424
H -2.640 -0.986 0.267 0.362
C -0.010 0.666 0.210 -0.259
H 0.258 -1.153 1.564 0.215
C 0.615 -0.383 -0.540 -0.088
H 1.650 -0.036 1.468 0.234
F 2.702 0.789 -0.723 -0.376
H 1.524 0.316 -2.342 0.169
H -1.813 -0.807 1.662 0.354
C 1.848 -0.131 -1.374 0.058
H 0.425 1.647 0.135 0.242
N -2.350 -0.306 0.914 -0.839
C -1.560 0.820 0.333 -0.211
H -1.844 1.671 0.999 0.201
Cl -0.144 -1.809 -1.247 -0.021